# 1
C22H41BO19P | ωB97M-V/def2-TZVPD

XYZ file:
```
84
Properties=species:S:1:pos:R:3
O 1.445 4.168 0.781
C 0.147 -3.747 -0.417
C -1.448 -1.009 -3.549
H -0.484 -2.409 1.826
C 2.381 4.853 -1.194
C -2.775 -2.937 -3.682
C 2.035 3.083 7.033
O -2.447 0.225 -0.750
O -0.560 -0.375 3.475
H 2.286 -3.376 0.088
H 2.308 -3.084 2.388
H -3.722 2.460 0.372
O 0.383 1.210 1.947
H 0.081 -4.734 0.079
O 2.844 2.453 1.146
H 2.559 0.764 4.997
H -3.062 -4.198 -1.953
H 1.273 1.472 1.689
H 1.653 -7.025 -7.582
H -0.736 -5.110 -7.586
O 2.685 2.620 5.942
H 1.993 6.135 0.518
B 0.409 -0.111 2.470
H 1.551 0.016 7.450
H -1.190 -0.818 -2.494
C 2.653 1.189 5.995
C -0.597 8.136 2.574
C -3.124 -0.270 0.318
C 1.525 5.325 -0.049
C -1.014 -4.544 -2.563
C 1.344 -4.959 -5.723
C 2.526 3.398 0.507
H -5.149 1.952 -0.555
C 0.916 7.221 3.966
O 0.117 -5.540 -5.763
H 0.109 5.463 2.979
H -3.822 0.765 -2.179
O -1.203 7.049 3.107
H -1.408 -0.058 -4.101
O 3.191 3.852 -0.583
H 0.706 -2.658 3.546
H -3.829 -3.231 -3.817
H 1.795 4.396 -1.995
H 0.543 -4.126 2.163
H 1.270 -5.747 -8.755
C -4.158 1.651 -0.221
O 2.025 4.224 7.376
H -2.658 2.036 -1.746
C 1.296 -2.900 0.209
H 1.907 6.779 3.883
P 0.913 -2.703 2.106
H 1.330 -1.881 -0.225
O 0.705 8.204 2.948
C 1.233 -6.023 -7.702
C -0.185 6.234 3.696
H -0.709 -6.835 -7.164
C -3.266 1.220 -1.355
H -0.790 -3.221 -0.161
H -1.282 -0.872 3.094
H -0.780 -1.786 -3.953
H 0.533 5.642 -0.367
O -2.789 -1.524 -3.546
O 1.988 -5.108 -6.912
C 1.448 0.918 6.852
H -0.547 5.752 4.602
C -0.149 -5.903 -7.116
O -2.799 -1.224 0.936
H 2.998 5.646 -1.615
H -0.924 -4.776 -3.634
O 1.795 -4.398 -4.784
H 0.526 0.854 6.269
H 1.046 -4.839 -2.033
O 1.377 -0.995 2.026
O -1.134 8.925 1.868
O -4.229 0.477 0.582
H 0.822 7.697 4.945
H 0.739 -3.176 -2.503
H -2.065 -2.776 -1.645
H -2.174 -3.269 -4.554
C 0.307 -4.020 -1.938
H 3.581 0.832 6.447
O 1.395 2.084 7.685
H -1.254 -5.495 -2.048
C -2.233 -3.590 -2.365
```

Summary:
HOMO: -0.1126 hartree
LUMO level: 1.93 eV
Charge: -1
Orbital gap: 0.1836 Ha
E_tot: -72348.5283 eV
F_max: 2.42 eV/A

# 2
C22H41BrFeNOP3 | ωB97M-V/def2-TZVPD

XYZ file:
```
70
Properties=species:S:1:pos:R:3
Br -0.535 5.830 -3.033
H -0.315 3.277 2.078
H 2.084 -4.062 -1.355
H -0.085 6.924 -0.298
H -1.038 -0.922 2.247
H -2.490 2.171 -3.105
O 2.078 -3.723 -0.442
C 2.381 -4.286 1.787
C -0.193 5.859 -0.209
C -0.377 5.054 -1.337
H 2.074 -8.077 0.947
P 0.383 0.144 -1.846
C 2.137 0.560 -2.109
C -1.714 -0.291 1.667
C 0.353 -1.674 -1.922
H 2.416 0.212 -3.112
H -3.452 3.086 -1.905
C -0.196 5.207 1.028
H -0.596 3.028 -2.097
H -4.293 0.568 0.932
H 2.654 -3.264 2.027
H 2.806 -0.943 2.177
H 2.362 2.894 1.388
P -2.788 0.931 -0.984
C 2.056 -0.912 1.379
C -4.312 1.180 0.023
H -4.427 2.239 0.290
C 2.433 -6.104 0.148
H -1.340 0.293 -3.586
H 1.757 -4.819 3.771
Fe -0.658 0.904 0.067
H 0.873 1.962 3.471
C -0.303 0.621 -3.467
H 1.378 -7.230 3.201
H -0.112 5.750 1.970
H -2.676 1.670 1.681
H 2.753 -6.437 -0.845
H 0.902 -2.119 -1.084
H -4.196 1.714 -2.787
C 1.084 0.922 3.203
C 1.751 -6.530 2.446
H 2.541 -1.132 0.426
H 2.780 0.077 -1.367
C 1.947 -5.179 2.769
H -0.252 1.706 -3.599
H 0.293 0.280 3.597
N -0.454 3.033 0.004
H 3.500 1.574 1.766
C -0.476 3.672 -1.209
H -2.744 -0.893 -2.647
C -3.267 2.092 -2.335
H 2.278 1.646 -2.060
H -1.217 1.488 2.803
C 2.083 -7.003 1.163
H -3.169 -1.478 -1.005
H -4.373 -0.592 -1.981
C 2.354 -4.722 0.454
P 1.263 0.729 1.387
H 1.301 -1.679 1.575
H -2.552 -0.819 1.209
H 0.826 -1.988 -2.861
H -0.679 -2.037 -1.895
C -3.307 -0.671 -1.735
H 2.992 1.863 0.077
H 0.316 0.141 -4.235
C -1.804 1.089 1.978
H -5.171 0.879 -0.589
C 2.665 1.876 1.120
H 2.030 0.631 3.674
C -0.316 3.806 1.110
```

Summary:
HOMO (spin up / spin down): -0.5692 / -0.6117 hartree
LUMO level (spin up / spin down): -8.13 / -11.81 eV
Charge: +3
Spin multiplicity: 6
Orbital gap (spin up / spin down): 0.2706 / 0.1778 Ha
ΔE to the lowest compared entry with this formula, charge and spin: 0.000 eV
E_tot: -159286.0742 eV
F_max: 3.34 eV/A

# 3
C22H41BrIrNOP3 | ωB97M-V/def2-TZVPD

XYZ file:
```
70
Properties=species:S:1:pos:R:3
H 0.733 2.892 -2.366
H 2.205 1.800 -1.481
C 4.266 2.282 -0.831
H -0.777 3.198 -3.363
C 4.909 1.122 1.173
H 1.020 -2.976 1.486
H -2.102 3.338 0.023
H -0.618 0.274 -4.437
C -1.966 2.901 1.015
C 2.598 -1.482 -1.646
C 5.238 1.970 0.112
C -5.014 -3.851 -0.039
H -5.806 -2.070 -1.064
H -0.302 -1.030 -3.193
C -2.709 -2.271 0.451
H -2.050 -3.969 1.589
H -1.506 0.584 0.435
C -0.152 0.030 -3.465
C -2.869 -3.604 1.013
H 2.919 -2.469 -2.013
H -2.729 2.132 1.168
C -0.092 2.432 3.016
H -2.974 1.188 -0.976
H -0.958 -1.778 2.991
H 1.822 3.251 1.118
C -3.846 -1.711 -0.236
C -4.960 -2.507 -0.490
H -3.821 -0.667 -0.516
N 2.639 0.849 0.355
H 1.577 -1.501 3.237
Ir -0.043 0.419 -0.293
H -2.115 3.686 1.765
H -0.761 3.468 -1.548
H -5.916 -4.463 -0.291
H -3.165 1.524 -2.766
C 0.826 3.476 0.733
H 0.919 3.632 -0.337
C 1.774 -2.760 0.727
H 2.088 -3.710 0.262
C -0.379 2.842 -2.379
C 0.301 -3.050 -1.551
C -3.958 -4.366 0.739
Br 4.560 3.441 -2.302
P -0.871 1.069 -2.141
H -0.720 -3.170 -1.168
C -0.488 -0.817 3.376
H 1.395 0.323 3.201
H 2.662 -2.313 1.199
H 3.409 -1.054 -1.042
C 3.614 0.605 1.260
H 0.967 2.565 3.262
C 0.889 -0.671 3.618
H -4.012 -5.379 1.113
C -2.696 0.892 -2.002
H -0.484 1.655 3.663
O -1.611 -1.648 0.634
H 0.862 -3.992 -1.425
H -2.962 -0.167 -2.076
H 6.206 2.389 -0.022
H 5.626 0.829 1.912
P 1.094 -1.672 -0.590
P -0.307 2.125 1.233
H -1.240 -0.053 2.951
H 0.293 -2.807 -2.626
H 0.948 0.221 -3.487
H -0.575 3.386 3.285
C 2.985 1.649 -0.700
H 2.407 -0.834 -2.504
H 3.286 -0.052 2.079
H 0.519 4.427 1.174
```

Summary:
HOMO (spin up / spin down): -0.7019 / -0.7368 hartree
LUMO level (spin up / spin down): -12.52 / -16.32 eV
Charge: +4
Spin multiplicity: 6
Orbital gap (spin up / spin down): 0.2418 / 0.1372 Ha
ΔE to the lowest compared entry with this formula, charge and spin: 6.386 eV
E_tot: -127714.8056 eV
F_max: 5.06 eV/A